CH12NO3 | the ωB97M-V functional and the def2-TZVPD basis

Structure (XYZ):
```
17
CH12NO3 (the ωB97M-V functional and the def2-TZVPD basis)
C 0.899 1.888 0.490
N 0.442 0.488 0.261
H 0.682 2.115 1.529
H 0.337 2.555 -0.144
H 1.966 1.992 0.333
H 0.509 -0.138 1.059
H -0.516 0.557 -0.089
H 0.928 0.000 -0.512
H 2.123 -1.132 -2.413
H 1.144 -2.197 -1.759
O 1.596 -1.358 -1.642
H -2.817 0.775 -1.252
H -1.960 -0.341 -1.796
O -1.929 0.403 -1.182
H -1.353 -1.585 3.108
H -1.097 -2.422 1.770
O -0.954 -1.599 2.238
```

Summary:
**HOMO**: -0.5629 hartree
**Net charge**: +1
**Energy**: -325.54987 a.u.
**Energy above the lowest of the compared OMol25 structures with the same formula, charge and spin**: 0.4331 eV



CH12NO3 | the ωB97M-V functional and the def2-TZVPD basis

Structure (XYZ):
```
17
CH12NO3 (the ωB97M-V functional and the def2-TZVPD basis)
C -2.052 0.433 0.207
N -1.169 0.956 1.354
H -2.272 1.272 -0.444
H -1.370 -0.179 -0.247
H -2.962 -0.027 0.720
H -1.265 1.975 1.471
H -0.157 0.826 1.236
H -1.278 0.453 2.172
H 2.520 1.766 -2.466
H 3.254 0.384 -2.304
O 2.455 0.895 -2.007
H 1.662 0.575 -0.192
H 2.211 -0.040 1.057
O 1.322 0.353 0.694
H -0.545 -3.200 -1.151
H -0.185 -3.603 0.251
O -0.168 -2.839 -0.349
```

Summary:
**HOMO**: -0.5367 hartree
**Net charge**: +1
**Energy**: -325.51889 a.u.
**Energy above the lowest of the compared OMol25 structures with the same formula, charge and spin**: 1.2761 eV



CH12O5 | the ωB97M-V functional and the def2-TZVPD basis

Structure (XYZ):
```
18
CH12O5 (the ωB97M-V functional and the def2-TZVPD basis)
C 0.292 1.075 1.291
O -0.401 0.644 0.107
H -0.393 1.094 2.128
H 0.637 2.098 1.132
H 1.162 0.461 1.476
H -0.211 -0.294 0.027
O -3.479 -3.037 1.521
H -4.174 -2.542 1.963
H -2.653 -2.582 1.737
O 2.271 1.099 -3.716
H 3.216 0.967 -3.855
H 2.230 1.669 -2.936
O 1.347 2.651 -1.388
H 0.781 3.029 -2.080
H 0.719 2.118 -0.878
O -0.710 -2.580 0.925
H -0.787 -3.494 1.233
H 0.152 -2.376 1.312
```

Summary:
**HOMO**: -0.4028 hartree
**Net charge**: 0
**Energy**: -421.46845 a.u.
**Energy above the lowest of the compared OMol25 structures with the same formula, charge and spin**: 0.7446 eV